The following is a DFT calculation (ωB97M-V/def2-TZVPD) of 4 unconnected molecules or ions with the total composition C3H14N2O3 at a distorted geometry.

Structure (ORCA input):
```
! wB97M-V def2-TZVPD RIJCOSX def2/J DEFGRID3
* xyz 0 1
C -2.48973 1.05653 1.04510
N -0.66748 -0.62456 1.07038
N -0.45366 -2.57290 -0.09480
H -0.30830 -0.13598 0.26035
O 1.20093 1.95648 0.41142
C -0.82215 -1.96791 0.94997
O 3.36217 1.43225 -2.41303
H 2.65570 0.93178 -2.84325
H -1.83865 1.76194 0.56409
H -2.10536 -0.52890 2.53871
H 1.73106 1.35968 0.95105
H -1.21392 -2.38975 1.87405
O 0.51050 -0.32075 -1.92731
H 1.26269 1.55973 -0.46612
C -1.57783 0.18690 1.90142
H -2.98061 0.47854 0.27037
H 1.45605 -0.33687 -2.08015
H -0.55559 -3.55964 -0.27056
H -0.94373 0.76557 2.57597
H 2.86991 2.23623 -2.23121
H 0.22138 -1.23442 -1.75225
H -3.08864 1.65131 1.73237
*
```

Output
Structure (SMILES): [H]/N=C/NCC.O.O.O
LUMO level (eV): 0.68
Relative energy (zero: lowest compared OMol25 entry of this formula, charge and spin) (kJ/mol): 58.2
Electronic energy (eV): -12460.554

---

The following is a DFT calculation (ωB97M-V/def2-TZVPD) of C3H9BN2O3 in the gas phase.

Structure (ORCA input):
```
! wB97M-V def2-TZVPD RIJCOSX def2/J DEFGRID3
* xyz 0 1
H -1.30276 -1.74867 1.58262
O 0.61422 1.89370 1.25250
H -1.76551 0.88888 -0.75135
H 2.64995 0.22535 -0.45772
N 1.77968 0.27935 0.06335
C -0.88738 -0.78092 1.28723
N -0.58023 -0.77374 -0.13629
O 2.15073 2.53555 -0.21283
H 0.45982 1.09647 1.77117
H 0.01575 -0.63846 1.88644
H -2.59250 -0.68282 -0.75648
B 0.76216 -0.53271 -0.60376
C -1.64170 -0.18194 -0.95472
H 0.62185 -1.82506 -2.04267
H -1.61963 -0.01179 1.55030
H -1.41254 -0.30616 -2.01251
C 1.56461 1.64873 0.32529
O 1.18346 -1.08576 -1.79057
*
```

Output
Structure (SMILES): CN(C)B(O)NC(=O)O
LUMO level (eV): 0.41
Relative energy (zero: lowest compared OMol25 entry of this formula, charge and spin) (kJ/mol): 0.0
Electronic energy (eV): -13059.347

---

The following is a DFT calculation (ωB97M-V/def2-TZVPD) of C19H20N4O3S in the gas phase at a distorted geometry.

Structure (ORCA input):
```
! wB97M-V def2-TZVPD RIJCOSX def2/J DEFGRID3
* xyz 0 1
H -1.89841 -2.02493 1.46111
C 0.63580 -1.32683 -3.87126
C 0.93044 5.94034 -0.74813
H 0.58026 -0.01246 0.84506
H 1.20992 -3.57628 -0.34820
C -0.13170 1.71484 0.09740
H 1.31599 -2.88113 4.91401
H 1.53183 6.83478 -0.81926
C 0.93685 -2.51134 -0.29028
O 1.82221 -1.03452 2.05144
C -1.86956 -2.59665 -0.65060
O -2.42890 0.13087 -0.16604
H 0.54282 -4.19388 2.94246
H 1.84898 -1.94043 -0.08528
C 2.04996 -3.27112 4.21333
H 2.53473 4.72988 0.02481
N -0.25167 0.37329 0.40832
H -2.26640 4.93306 -1.36635
H -2.90616 -2.30268 -0.80969
O -0.32461 -1.50754 3.16386
S 0.72319 -1.93352 2.28858
C 1.50098 4.77569 -0.27686
C -1.30077 -1.84770 0.56139
C 1.17528 -1.65499 -2.64020
H 2.23761 -1.56042 -2.47015
H -2.61982 -1.93663 -3.20947
C -1.55296 -1.86866 -3.05735
H 1.27967 -0.97647 -4.66360
H 2.09432 -3.85693 2.12212
H -1.82346 -3.67249 -0.46749
C -1.38664 -0.34747 0.24398
H -1.15116 -1.17775 -5.04019
N 0.98475 2.37330 0.22340
N -1.16552 2.45639 -0.39100
C -1.01891 -2.20672 -1.82376
C -0.40860 5.99805 -1.13699
H -0.81088 6.93244 -1.49962
C -0.66501 3.71826 -0.59400
C -0.72828 -1.43856 -4.08179
H 2.47565 -4.18795 4.61539
C 1.38915 -3.51752 2.87440
H -2.09350 2.08971 -0.54762
C 0.35430 -2.10077 -1.61472
C 0.69381 3.64749 -0.19852
N 0.02356 -2.35047 0.83289
H 2.83913 -2.53215 4.09755
C -1.23008 4.88933 -1.06713
*
```

Output
Structure (SMILES): CCS(=O)(=O)N1Cc2ccccc2C[C@@H]1C(=O)Nc1nc2ccccc2[nH]1
LUMO level (eV): 0.37
Relative energy (zero: lowest compared OMol25 entry of this formula, charge and spin) (kJ/mol): 134.4
Electronic energy (eV): -42967.237

---

The following is a DFT calculation (ωB97M-V/def2-TZVPD) of 2 unconnected molecules or ions with the total composition C4H9F2N at a distorted geometry.

Structure (ORCA input):
```
! wB97M-V def2-TZVPD RIJCOSX def2/J DEFGRID3
* xyz 0 1
H 2.05179 0.23839 -1.24531
C 0.74075 -1.79893 0.00730
H -0.91624 1.97777 0.93858
H -2.41665 1.61561 0.38715
H -0.96447 2.17256 -0.59266
C -0.90077 0.06713 -0.02010
H 0.81654 -0.04959 1.63325
H 1.68562 -2.06105 0.18069
F -1.63243 -0.68535 0.86340
H 0.56862 -2.06044 -0.96192
C -1.32806 1.46725 0.14280
F -1.36549 -0.41203 -1.23102
N 1.30701 0.66339 -0.67984
C 0.55155 -0.28247 0.09121
H 0.08385 -2.21651 0.62353
H 1.71838 1.36428 -0.13706
*
```

Output
LUMO level (eV): 0.78
Relative energy (zero: lowest compared OMol25 entry of this formula, charge and spin) (kJ/mol): 186.1
Electronic energy (eV): -11216.933

---

The following is a DFT calculation (ωB97M-V/def2-TZVPD) of 2 unconnected molecules or ions with the total composition C2H2F2OS at a distorted geometry.

Structure (ORCA input):
```
! wB97M-V def2-TZVPD RIJCOSX def2/J DEFGRID3
* xyz 0 1
F 1.48209 0.39537 -0.63385
C 1.16005 -0.85449 -1.11735
O 1.47356 -2.79573 0.36391
C 1.26643 -1.86885 -0.29554
H -2.35048 2.88149 0.99766
S -1.40561 2.05222 1.65649
H -2.22481 0.98168 1.36072
F 0.59877 -0.79170 -2.33204
*
```

Output
Structure (SMILES): O=C=C(F)F.S
LUMO level (eV): -0.43
Relative energy (zero: lowest compared OMol25 entry of this formula, charge and spin) (kJ/mol): 233.5
Electronic energy (eV): -20421.241

---

The following is a DFT calculation (ωB97M-V/def2-TZVPD) of a molecular structure, C28H48BrN3P2PtS at a distorted geometry.

Structure (ORCA input):
```
! wB97M-V def2-TZVPD RIJCOSX def2/J DEFGRID3
* xyz 2 3
H -1.65939 1.26233 -3.38944
H 5.78258 2.43400 -1.75570
N -5.63608 -1.65463 3.73440
C -2.24511 3.07183 -0.04725
C 4.83798 2.99278 -1.77175
H -2.04127 -2.99697 1.03373
C -3.32320 2.34057 -0.62651
C 3.65692 2.20791 -1.19916
H 1.90431 -4.40354 -0.10586
C -3.18682 1.87951 -1.96724
C -4.84208 -0.78033 4.34172
H 4.98600 3.88837 -1.14808
C -0.96642 2.69939 -0.40795
H -4.03794 1.69108 -2.62174
C -5.96816 -1.48438 2.46667
H -0.67380 1.71900 4.61235
C -1.94923 -1.22172 -0.29168
C -4.12568 1.66527 1.56912
H -1.17133 -1.98385 4.11249
H -0.98444 -3.33165 -2.29675
C 0.42530 -2.84871 -0.01735
H 2.73916 2.80814 -1.30782
H 3.79285 2.06699 -0.10969
H -0.30258 -3.66384 -0.16269
C -5.50591 -0.40189 1.70498
C -4.32873 0.34194 3.69145
C 0.35632 1.74183 4.24439
C 4.50716 -0.58540 -1.04258
C -2.36913 -1.95184 0.98374
H -2.43685 3.81598 0.72426
C -4.68707 0.56325 2.33102
C 4.44253 0.60639 -4.54124
C 3.46120 -0.12407 -3.63417
H -1.17379 -2.19433 -4.59299
C 5.95146 -0.24107 -1.42774
H 4.33061 -0.52965 0.04148
H -5.34836 1.63958 -0.22500
H 0.49932 -2.62373 -2.95592
H -3.46487 -1.94849 1.04076
H -1.55015 -0.25970 3.85582
H 0.77788 2.09688 2.20078
H 4.25901 -1.61264 -1.34851
N 0.31774 -0.94173 3.09133
C 0.71584 0.12787 2.38887
H -2.38109 -1.64686 -3.41334
C -1.90207 1.60522 -2.38860
P 3.27952 0.51499 -1.88798
H -4.61996 -0.94400 5.39374
H -2.63089 -1.49276 -1.11016
H 0.99082 1.08832 4.86524
H 4.00497 0.65394 -5.54353
H -2.07692 -0.13939 -0.14249
H 6.01017 0.18338 -2.44300
H -3.40675 2.31257 2.09346
H 4.64152 1.63244 -4.21484
H -0.06335 3.07234 0.07012
P -0.23665 -1.42814 -1.00866
H -6.65199 -2.20830 2.01967
H -2.00949 -1.43024 1.88193
H -0.96607 -0.63180 -3.78756
H 4.61941 3.33385 -2.79108
H 0.72248 2.77153 4.33144
H -0.34067 -0.74153 5.09006
C -0.74924 -0.97237 4.09583
S 1.66272 -0.07180 0.94754
H 3.71507 -1.19526 -3.54153
H 5.38871 0.05793 -4.63444
Br 1.26346 2.07746 -3.63836
H 0.37018 -2.54527 1.03955
Pt 0.78580 0.60019 -1.61298
C -4.38903 1.90326 0.23794
H 2.45075 -0.07408 -4.08037
N 0.40631 1.37894 2.81748
H -5.78454 -0.32040 0.65382
C -0.50443 -2.37775 -2.57461
C 1.82154 -3.34012 -0.37196
H 2.05052 -3.25151 -1.43901
H 0.65777 -1.83678 2.73403
H -3.70064 1.04564 4.23024
C -0.88666 1.71694 -1.41094
H 6.57013 -1.14650 -1.42139
C -1.30930 -1.66143 -3.64302
H 6.41119 0.46175 -0.72031
H 2.59172 -2.80636 0.19434
*
```

Output
LUMO level (spin up / spin down) (eV): -6.39 / -8.19
Relative energy (zero: lowest compared OMol25 entry of this formula, charge and spin) (kJ/mol): 127.0
Electronic energy (eV): -136971.455